C34H93MgN7O10 as an isolated structure in a non-equilibrium geometry, computed with ωB97M-V with the def2-TZVPD basis set.

Summary:
- Relative energy (zero: lowest compared OMol25 entry of this formula, charge and spin): 1174.0 kJ/mol
- M: 784.462 g mol⁻¹
- DFT total energy: -73103.399 eV
- HOMO energy: -0.23451 hartree

Structure (XYZ):
```
145
Properties=species:S:1:pos:R:3:forces:R:3
Mg -0.6798 4.8499 -2.8489 -0.0474 -1.2175 -0.7373
C -2.6215 1.3294 -5.3347 1.5355 -0.8202 -0.2719
C -3.4694 2.5060 -5.0680 -0.1853 1.1974 0.8693
O -2.7794 3.7191 -4.8672 0.3886 0.1253 0.1413
H -2.0891 1.3608 -6.2854 -0.1160 0.3393 -0.2849
H -3.1645 0.3844 -5.3488 -0.1052 -0.0549 0.3201
H -1.8177 1.3327 -4.5984 -0.0276 -0.4427 0.3270
H -4.1238 2.2718 -4.2284 -0.0880 -0.0739 0.6326
H -4.2011 2.5462 -5.8749 -0.1210 0.7753 -0.6188
C 1.1970 1.0489 1.0714 0.1192 -0.4638 0.1963
C 1.4032 1.2149 -0.4279 -1.2109 1.5986 -0.7252
O 0.8878 2.4384 -0.8838 0.0490 0.6825 0.2060
H 0.1445 1.0502 1.3547 -0.1295 0.0703 -0.2180
H 1.6955 1.7871 1.6998 0.1504 0.2128 -0.2626
H 1.5993 0.0711 1.3360 0.0772 -0.2274 0.2790
H 0.8717 0.4045 -0.9268 -0.0412 -0.6167 -0.0847
H 2.4579 1.1123 -0.6833 0.4872 -0.1294 0.0525
C 4.5315 2.3411 5.8439 -0.7933 -0.3055 -0.7327
C 4.7301 3.8423 6.0266 0.8007 -1.0475 1.2299
O 4.9003 3.9853 7.4617 0.1242 0.7810 -0.4888
H 5.3105 1.6729 6.2109 0.6507 0.6545 -0.0686
H 4.3476 2.0705 4.8042 -0.0851 -0.0220 -0.1078
H 3.6893 1.9883 6.4392 -0.3825 0.3706 -0.1397
H 3.9314 4.4961 5.6763 -0.2642 -0.3820 0.1047
H 5.6497 4.1999 5.5634 -0.0108 -0.0873 -0.3539
H 5.8523 4.0768 7.5450 -0.0485 0.0347 0.5511
C 9.8726 1.0342 -6.1853 -0.3646 -0.7389 0.1189
C 9.1206 -0.1332 -5.4709 -0.8960 2.5866 0.6066
C 7.9311 0.4543 -4.5945 0.9202 -1.1106 1.7176
O 8.3822 1.2453 -3.4325 0.3082 0.1364 -0.8878
C 7.3319 1.5805 -2.5059 -0.0909 -0.5828 -1.4376
N 8.6225 -1.0306 -6.4951 0.2050 0.1489 -0.4170
H 9.3445 1.4300 -7.0528 -0.4294 -0.2196 0.0802
H 10.7908 0.6062 -6.5874 0.3632 0.3746 0.1743
H 10.0318 1.8745 -5.5095 0.3880 -0.2448 0.1008
H 9.8550 -0.6379 -4.8432 -0.1707 0.1471 0.5785
H 7.4789 -0.4144 -4.1160 -0.4268 -0.3638 -0.2087
H 7.1411 0.9470 -5.1612 0.2903 0.3646 -0.2758
H 6.9778 0.6789 -2.0060 -0.0993 -0.0769 0.1213
H 6.5219 1.9981 -3.1038 -0.3911 0.1007 0.2245
H 7.6133 2.3217 -1.7579 0.5822 -0.1346 -0.2856
H 9.4925 -1.3624 -6.8863 -0.1474 -0.4043 -0.6997
H 8.1326 -1.8540 -6.1755 -0.0530 0.0188 0.4940
C -4.7791 4.1000 9.2166 -0.1764 -1.1444 0.5458
C -3.3919 3.4720 9.3819 -0.5918 0.2450 -0.4290
C -2.8153 2.9609 8.0832 -0.7298 -1.4970 -0.6396
O -3.7224 2.0233 7.4658 -0.5705 0.2941 -0.0376
C -3.4053 1.6184 6.1565 0.7424 -0.2480 -0.4655
N -2.5673 4.4996 9.9206 1.8620 1.7355 0.4217
H -5.0142 4.5183 10.1954 -0.1323 0.4697 -0.2594
H -5.5425 3.3467 9.0219 0.0897 -0.0704 -0.1969
H -4.8154 4.8228 8.4015 0.1411 0.1975 0.1835
H -3.3667 2.7189 10.1696 -0.5004 -0.4696 -0.3318
H -1.9064 2.4021 8.3065 0.4713 0.2126 -0.1609
H -2.6264 3.7878 7.3985 0.1411 0.2060 -0.0458
H -3.6860 2.2513 5.3147 -0.1209 1.1234 0.3694
H -3.9061 0.7069 5.8302 -0.0669 -0.3787 0.9385
H -2.3293 1.4671 6.0702 0.1991 -0.2017 -0.0846
H -2.3954 5.2517 9.2687 -0.9514 0.5615 -0.4362
H -1.5898 4.2622 10.0117 0.2000 -1.0329 0.6158
C -2.7414 5.1672 1.9048 0.5010 -1.9609 0.3437
C -3.6091 4.3834 0.9138 -1.1393 1.6299 0.4714
C -5.1105 4.6884 1.1795 0.2865 -2.3812 1.3193
O -6.1197 3.9810 0.4153 0.5617 0.8374 -0.0409
C -5.9596 2.5984 0.1621 0.8737 -0.3276 -0.1287
N -3.2473 4.9240 -0.3434 0.3005 0.5448 -2.7834
H -2.8932 6.2465 1.8956 -0.1929 -0.1222 -0.0555
H -1.7397 4.9031 1.5656 0.3100 0.5229 0.1018
H -2.7881 4.7470 2.9094 -0.2701 0.3391 0.1711
H -3.4178 3.3124 0.8469 0.0559 0.0061 0.6932
H -5.3592 5.7492 1.2118 0.0678 -0.0520 -0.5541
H -5.1329 4.3453 2.2139 -0.8528 -0.0530 0.5022
H -6.7465 2.2379 -0.5005 -0.1523 0.4139 0.1596
H -5.9158 1.9382 1.0282 -0.3985 0.3142 0.6066
H -5.0176 2.3669 -0.3349 0.1951 0.2381 -0.3792
H -4.0460 4.7169 -0.9259 0.0593 -0.2545 -0.9373
H -3.3139 5.9297 -0.2782 0.1605 0.3925 0.1137
C 1.4065 9.0390 -4.5999 -0.0670 -0.5436 -0.0678
C 0.7849 7.6024 -4.5419 0.8386 2.0436 -0.2836
C 1.7118 6.6272 -5.2464 -0.0511 0.7501 0.5628
O 1.3467 5.3526 -4.8758 -0.2840 -2.0533 -0.8679
C 2.0094 4.3889 -5.7219 -0.5677 -1.3928 0.5018
N 0.5301 7.2934 -3.1360 -0.5476 -1.1314 0.6427
H 2.4030 9.0783 -4.1600 0.1523 -0.4164 0.0881
H 0.8250 9.7271 -3.9864 -0.2878 0.1338 -0.3837
H 1.5355 9.4029 -5.6192 -0.3260 0.0953 0.0115
H -0.1836 7.6234 -5.0417 0.0138 -0.1662 -0.1131
H 2.7650 6.7306 -4.9857 0.2367 0.6062 0.1882
H 1.6321 6.8058 -6.3188 -0.1261 -0.0985 -0.2135
H 1.6136 3.3986 -5.4966 -0.1809 0.1179 0.4263
H 3.0791 4.2996 -5.5327 0.1044 0.5791 0.0459
H 1.8007 4.4685 -6.7888 -0.0084 0.8281 -0.0068
H 1.3598 7.5218 -2.6074 0.5595 -0.5513 0.2136
H -0.0985 7.9927 -2.7672 -0.5561 0.1188 -0.1494
C -8.0193 -4.6035 -1.0726 1.1776 0.3937 1.4655
C -7.7777 -3.5371 -2.1212 -0.0336 1.0034 0.5981
C -6.3523 -2.9554 -2.3719 -0.3574 -1.5031 1.2020
O -5.7793 -2.5792 -1.1180 -0.8589 0.3223 -1.1811
C -4.4197 -2.2073 -1.2504 -0.5525 -0.7888 1.1545
N -8.2630 -4.1190 -3.3182 -0.4452 -0.1507 -2.5344
H -7.6002 -4.3530 -0.0980 0.2302 -0.0274 0.0905
H -7.5769 -5.5379 -1.4179 0.0037 -0.1174 0.1397
H -9.0806 -4.7514 -0.8731 -0.1073 0.0445 -0.4271
H -8.3627 -2.6480 -1.8856 -0.3893 -0.0035 0.1203
H -6.3084 -2.1459 -3.1005 -0.4707 0.2450 0.0746
H -5.8028 -3.7807 -2.8247 0.6401 -0.2492 0.0005
H -3.8902 -3.1544 -1.3540 0.6830 0.2199 -0.4212
H -4.1950 -1.8083 -0.2613 0.4432 0.2777 -0.2305
H -4.2194 -1.4878 -2.0444 -0.0162 -0.0324 -0.0697
H -9.0281 -4.7559 -3.1476 -0.3799 0.3075 0.1869
H -7.5776 -4.7461 -3.7146 0.4471 0.0831 -0.1719
C -0.7957 -9.5444 -2.7350 0.6016 0.5562 -0.1853
C 0.5725 -9.1962 -2.1512 -1.2553 -1.2769 -0.1905
C 0.7712 -7.7076 -1.9355 0.2912 -0.9214 0.4813
O 0.5110 -7.0336 -3.0938 0.2324 1.8780 -1.6773
C 0.9637 -5.6485 -3.0984 -0.8321 -1.3123 -0.3931
N 0.6860 -9.8475 -0.8480 0.7724 0.4574 0.5614
H -0.9376 -8.9828 -3.6583 -0.2328 0.0027 0.0612
H -1.5425 -9.2714 -1.9893 -0.2437 -0.1430 -0.1622
H -0.8264 -10.6056 -2.9820 -0.1958 -0.0419 0.1800
H 1.3282 -9.6784 -2.7712 0.2570 0.7299 -0.6728
H 1.8098 -7.5755 -1.6323 0.2433 0.2843 0.4049
H 0.0809 -7.3662 -1.1641 0.0842 -0.0734 0.5181
H 0.4029 -5.1810 -3.9078 0.0807 0.1085 0.1120
H 2.0262 -5.5896 -3.3346 0.1165 -0.0258 0.2496
H 0.7175 -5.1647 -2.1532 0.1230 0.0546 0.0682
H 1.6809 -9.7514 -0.7032 0.3347 -0.0916 0.9940
H 0.5747 -10.8498 -0.9032 -0.3722 -0.1729 -0.3150
C 4.2223 -7.0347 4.7856 0.5511 0.8459 -0.1423
C 2.8509 -7.5934 4.5275 -0.1184 -0.3835 -1.6792
C 1.7189 -6.5736 4.3280 -0.9075 -0.5116 0.4075
O 1.8261 -5.8306 3.1385 1.0021 0.4906 -0.2238
C 0.8342 -4.8603 2.9400 -0.5863 0.6306 0.5867
N 3.0186 -8.4044 3.2652 -0.4702 0.6418 0.9073
H 4.9111 -7.8396 5.0423 -0.1168 0.1940 0.6574
H 4.2040 -6.1551 5.4290 0.1364 -0.4377 0.7822
H 4.7075 -6.6084 3.9075 -0.4916 -0.1284 -0.5914
H 2.5265 -8.2642 5.3231 0.0935 0.0843 0.1730
H 1.5461 -5.9922 5.2336 0.5034 0.7259 0.0641
H 0.7755 -7.1140 4.2504 -0.2376 -0.5718 -0.0256
H -0.1653 -5.2550 3.1225 -0.2091 -0.3779 -0.3984
H 0.8954 -4.3604 1.9734 0.2049 -0.7430 -0.2853
H 0.8744 -4.0103 3.6212 0.5358 0.0046 0.5924
H 2.9182 -7.6479 2.6036 0.3583 -0.0854 -0.8665
H 2.1671 -8.9277 3.1192 -0.2561 -0.3775 0.0053
```
Forces are in eV/Å.